1.
A 2-piece molecular cluster, C7H12O overall at a distorted geometry, computed with ωB97M-V/def2-TZVPD.

Last column: Löwdin charge in e.
Element x y z (Å)
1 C 0.85170 0.47822 1.73427  -0.162
2 C 0.95995 1.35137 2.71791  -0.002
3 C -1.08923 0.62822 0.30967  -0.155
4 C 0.25524 0.59840 0.36780  -0.279
5 C 1.14465 0.64340 -0.84253  -0.152
6 C 1.72517 -0.37668 -1.40604  0.001
7 C -1.89212 0.53768 -0.90474  -0.140
8 H 1.36287 -0.53157 1.77613  0.127
9 H 0.32573 2.20751 3.00436  0.071
10 H 1.51866 1.00987 3.57429  0.041
11 H -1.60391 0.43219 1.21738  0.101
12 H 1.37556 1.75358 -0.95598  0.136
13 H 2.44119 -0.42702 -2.24061  0.064
14 H 1.51139 -1.40056 -1.05000  0.055
15 H -1.39945 0.62927 -1.97127  0.103
16 H -2.53735 -0.39076 -0.91713  0.077
17 H -2.50432 1.51996 -1.06878  0.094
18 H -0.05945 -2.97868 -1.50991  0.079
19 H -1.57875 -3.14076 -0.87029  0.047
20 O -0.80752 -2.54364 -0.96454  -0.105

ΔE to the lowest compared entry with this formula, charge and spin in eV: 3.086
Strongest force on any atom in eV/Å: 4.42
E in Ha: -349.03525
HOMO-LUMO gap in eV: 9.3
SMILES: C=CC(C=C)=CC.O

2.
A 2-piece molecular cluster, C2H5N2O3 overall at a distorted geometry, computed with ωB97M-V/def2-TZVPD.

Last column: Löwdin charge in e.
Element x y z (Å)
1 C -0.67297 -1.29815 -0.01968  -0.718
2 C 0.90044 1.39204 0.98622  -0.244
3 N -0.46722 0.36953 -1.63464  -0.044
4 N -0.11439 -0.16249 -0.36349  -0.112
5 O -1.39516 -2.01703 -0.71362  -0.051
6 O -0.36154 -1.67303 1.27671  0.026
7 O 1.20966 0.82943 2.02643  -0.123
8 H 1.61546 1.54085 0.16830  0.063
9 H -0.03019 1.96466 0.88820  0.068
10 H -1.20266 -0.23923 -2.01533  0.043
11 H 0.34436 0.25596 -2.25322  0.045
12 H 0.17421 -0.96254 1.65412  0.046

Total charge: -1
ΔE to the lowest compared entry with this formula, charge and spin in eV: 3.358
Strongest force on any atom in eV/Å: 1.43
E in Ha: -414.45340
HOMO-LUMO gap in eV: 7.5

3.
C8H10O as an isolated structure at a distorted geometry, computed with ωB97M-V/def2-TZVPD.

Last column: Löwdin charge in e.
Element x y z (Å)
1 C -1.67991 -0.29536 0.59638  0.128
2 C -2.70517 0.04829 0.05657  -0.266
3 C 2.51393 -0.70832 0.08494  -0.181
4 C 2.21262 0.59075 -0.72011  -0.112
5 C 1.16558 -1.31970 0.45481  -0.117
6 C 0.81238 1.02877 -0.21622  -0.178
7 C 0.32197 -0.05214 0.60545  -0.323
8 C -4.06239 0.38770 -0.18701  -0.156
9 O 0.78950 1.03676 1.21703  0.073
10 H 3.17370 -1.43037 -0.42880  0.118
11 H 3.08947 -0.30267 0.88136  0.096
12 H 3.03708 1.31362 -0.47495  0.122
13 H 2.27020 0.48150 -1.82374  0.115
14 H 0.55606 -2.11307 -0.03461  0.123
15 H 1.29523 -1.84425 1.50491  0.148
16 H 0.30998 1.74385 -0.71743  0.111
17 H -4.03238 0.78378 -1.31092  0.119
18 H -4.38774 1.19948 0.49625  0.079
19 H -4.68011 -0.54862 0.01609  0.099

ΔE to the lowest compared entry with this formula, charge and spin in eV: 6.062
Strongest force on any atom in eV/Å: 5.36
E in Ha: -385.85101
HOMO-LUMO gap in eV: 10.1

4.
A 2-piece molecular cluster, C5H15N2O2 overall at a distorted geometry, computed with ωB97M-V/def2-TZVPD.

Last column: Löwdin charge in e.
Element x y z (Å)
1 N 0.30811 -1.09988 -0.83890  0.230
2 C -0.20427 -0.09569 0.10370  -0.214
3 C 0.86582 0.93518 0.46025  -0.367
4 C 1.38442 1.72354 -0.75610  -0.035
5 C 2.04179 0.28814 1.21834  -0.050
6 C -1.41890 0.54516 -0.57025  -0.492
7 N -2.02622 1.54150 0.08853  0.218
8 O -1.79822 0.05926 -1.61402  0.088
9 H 1.28311 -0.99520 -1.14112  0.173
10 H -0.30668 -1.03294 -1.68105  0.161
11 H 0.31901 -2.06363 -0.46186  0.148
12 H -0.49824 -0.63865 1.00098  0.152
13 H 0.42231 1.66892 1.13210  0.131
14 H 2.15010 1.13781 -1.27842  0.081
15 H 1.88712 2.60442 -0.37414  0.098
16 H 0.58376 1.92522 -1.46736  0.088
17 H 1.93833 -0.72713 1.62097  0.073
18 H 2.93810 0.24555 0.59806  0.082
19 H 2.28999 0.86063 2.11293  0.090
20 H -1.91317 1.79790 1.06252  0.132
21 H -2.78422 2.02570 -0.34666  0.128
22 H 0.27487 -2.67203 2.31446  0.049
23 H 0.38002 -3.95736 1.37064  0.075
24 O 0.14558 -3.01986 1.43753  -0.038

Total charge: +1
ΔE to the lowest compared entry with this formula, charge and spin in eV: 0.517
Strongest force on any atom in eV/Å: 1.77
E in Ha: -459.29876
HOMO-LUMO gap in eV: 11.6

5.
A 2-piece molecular cluster, C6H14NOP overall at a distorted geometry, computed with ωB97M-V/def2-TZVPD.

Last column: Löwdin charge in e.
Element x y z (Å)
1 C 1.21413 -2.13273 -1.93055  -0.261
2 C 2.04397 -1.65296 -0.71781  -0.276
3 C -0.21986 -1.57703 -1.86835  -0.385
4 C -1.96781 1.61644 1.08886  -0.127
5 C -0.55684 2.18742 1.03966  -0.250
6 C -0.52612 3.30328 1.97494  -0.390
7 N 1.08538 -1.57597 0.44736  -0.306
8 O -0.42501 4.49807 1.85468  0.150
9 P -0.62765 -1.68830 -0.01260  0.873
10 H 1.73412 -1.81316 -2.81460  0.091
11 H 1.23253 -3.21401 -1.79986  0.100
12 H 2.95822 -2.27835 -0.39165  0.119
13 H 2.59418 -0.71917 -0.80319  0.087
14 H -0.27216 -0.55972 -2.36748  0.093
15 H -0.91051 -2.19302 -2.26528  0.001
16 H -2.00563 0.85014 1.81460  0.040
17 H -2.25687 1.17993 0.10907  0.064
18 H -2.63535 2.44177 1.44246  0.091
19 H 0.24903 1.58092 1.38309  0.081
20 H -0.34917 2.46170 0.02203  0.109
21 H -0.83368 3.06983 3.02938  0.163
22 H 1.23923 -0.69447 0.89098  0.008
23 H -0.76413 -3.09064 -0.12572  -0.078

Expectation value of S²: 2.01
2S+1: 3
ΔE to the lowest compared entry with this formula, charge and spin in eV: 0.819
Strongest force on any atom in eV/Å: 6.63
E in Ha: -708.15712
HOMO-LUMO gap (spin up / spin down) in eV: 6.6 / 7.0

6.
A 2-piece molecular cluster, C27H53N4O7PS overall at a distorted geometry, computed with ωB97M-V/def2-TZVPD.

Last column: Löwdin charge in e.
Element x y z (Å)
1 C 1.27565 -3.40353 3.42449  -0.028
2 C 0.25946 -3.71860 2.36423  -0.421
3 N -0.50075 -4.72389 2.33070  0.152
4 C 0.19775 -2.73304 1.20971  -0.061
5 C -1.12702 -1.99681 0.89693  -0.329
6 O -0.91731 -0.58320 0.88945  -0.082
7 C -0.61002 0.03628 2.14408  -0.156
8 C 0.01771 1.39676 1.88810  -0.317
9 C -0.98455 2.47512 1.48430  -0.058
10 C 1.17110 1.27459 0.88599  -0.146
11 C 2.09734 2.50050 0.81952  -0.412
12 C 1.74308 3.45154 -0.33969  -0.065
13 C 3.56405 2.07947 0.73791  -0.080
14 C -2.32682 -2.20154 1.80957  -0.450
15 O -2.34429 -2.34832 2.96985  0.193
16 O -3.45227 -1.94944 1.10828  0.025
17 C -3.19755 -1.77472 -0.30384  -0.442
18 C -3.30851 -0.29879 -0.73619  -0.080
19 C -4.19238 0.65758 0.11129  -0.643
20 N -4.43053 1.89733 -0.62334  0.081
21 N -5.50658 0.05453 0.34683  0.073
22 N -3.53229 1.01520 1.36282  0.106
23 P -4.48424 -2.77287 -1.20866  0.779
24 O -4.06907 -3.24330 -2.56086  -0.443
25 C -1.73638 -2.33975 -0.48803  -0.620
26 S -1.73585 -4.17731 -0.58828  0.933
27 O -0.99554 -1.68350 -1.45043  -0.103
28 C -1.11560 -1.93674 -2.85681  -0.143
29 C 0.27126 -1.89428 -3.50449  -0.328
30 C 0.49042 -0.54017 -4.18676  -0.069
31 C 0.51527 -3.04916 -4.49736  -0.149
32 C 1.45814 -4.17912 -4.04999  -0.407
33 C 0.78717 -5.19642 -3.12085  -0.083
34 C 2.77521 -3.64241 -3.45358  -0.070
35 H 2.27017 -3.30053 2.98027  0.088
36 H 1.03770 -2.45042 3.90573  0.080
37 H 1.30690 -4.18466 4.18611  0.078
38 H -0.36285 -5.31605 3.15123  0.065
39 H 0.94004 -1.95074 1.36060  0.111
40 H 0.50438 -3.25846 0.30160  0.103
41 H 0.10728 -0.57949 2.69532  0.122
42 H -1.51478 0.10490 2.76208  0.128
43 H 0.45712 1.70221 2.84895  0.148
44 H -1.84887 2.48571 2.15547  0.072
45 H -1.33887 2.32979 0.45902  0.081
46 H -0.52486 3.46570 1.53605  0.085
47 H 0.74363 1.07409 -0.10319  0.122
48 H 1.75648 0.38259 1.14439  0.112
49 H 1.98354 3.06664 1.75485  0.116
50 H 2.44443 3.32686 -1.16937  0.080
51 H 0.73374 3.27313 -0.71953  0.063
52 H 1.79859 4.49986 -0.03938  0.063
53 H 3.82438 1.39712 1.55245  0.075
54 H 4.22263 2.94995 0.79382  0.065
55 H 3.76256 1.57067 -0.21190  0.083
56 H -3.72015 -0.30286 -1.75439  0.118
57 H -2.30903 0.13563 -0.79798  0.118
58 H -3.62747 2.14655 -1.19284  0.078
59 H -5.19795 1.75050 -1.27311  0.079
60 H -6.17882 0.80594 0.48469  0.079
61 H -5.45022 -0.42271 1.24346  0.080
62 H -3.30314 2.00109 1.34727  0.042
63 H -2.68547 0.48997 1.53020  0.024
64 H -4.80868 -3.74809 -0.25517  0.029
65 H -5.58459 -1.91972 -1.20568  0.015
66 H -2.45657 -4.16872 -1.72002  -0.125
67 H -1.73327 -1.11991 -3.25505  0.129
68 H -1.65974 -2.86104 -3.04074  0.086
69 H 0.98471 -1.94979 -2.67541  0.132
70 H 1.51153 -0.45168 -4.56686  0.076
71 H 0.31080 0.29135 -3.49852  0.079
72 H -0.19499 -0.42611 -5.03383  0.085
73 H 0.92694 -2.63125 -5.42252  0.112
74 H -0.45226 -3.48695 -4.77125  0.116
75 H 1.72797 -4.72144 -4.96299  0.124
76 H -0.26285 -5.34202 -3.38887  0.070
77 H 1.27792 -6.17176 -3.18127  0.078
78 H 0.82461 -4.87885 -2.07544  0.047
79 H 3.63737 -4.17944 -3.85540  0.074
80 H 2.80748 -3.75146 -2.36602  0.072
81 H 2.92148 -2.58211 -3.67539  0.070
82 O 4.15522 5.65056 0.57653  0.121
83 C 3.90300 6.05528 1.67212  -0.483
84 O 3.53674 5.21873 2.67619  0.008
85 C 3.19595 5.96444 3.85688  -0.151
86 C 3.90776 7.30644 3.70324  -0.149
87 C 3.90618 7.48268 2.18725  -0.073
88 H 2.10976 6.07638 3.88724  0.127
89 H 3.51703 5.38366 4.71764  0.125
90 H 3.41413 8.10661 4.24970  0.114
91 H 4.93244 7.22457 4.06719  0.118
92 H 2.99598 7.96554 1.82520  0.132
93 H 4.76078 8.01916 1.78448  0.126

Strongest force on any atom in eV/Å: 2.22
E in Ha: -2545.83915
HOMO-LUMO gap in eV: 9.6
SMILES: [H]/N=C(\C)C[C@]1(OC[C@H](C)CC(C)C)C(=O)O[C@](CC(N)(N)N)([PH2]=O)[C@@]1(S)OC[C@H](C)CC(C)C.O=C1CCCO1